# 1
The following is a quantum chemistry calculation of an isolated molecule of C6H12N4O2 in a non-equilibrium geometry, from the OMol25 dataset.

Positions of all 24 atoms, in Å:
C 1.949 -1.679 -0.004
C 2.589 -0.715 0.681
C -0.204 0.013 1.059
C -1.041 -0.077 -1.189
C -1.751 0.246 1.339
C -2.401 -0.708 -0.768
N 0.654 -1.523 -0.628
N 0.018 -0.433 -0.294
N 1.513 0.796 -0.621
N 1.055 2.065 -0.721
O 2.359 0.644 0.472
O -2.522 -0.727 0.651
H 2.439 -2.632 -0.072
H 3.593 -0.992 1.035
H 0.353 1.043 1.251
H 0.298 -0.548 1.868
H -0.727 -0.326 -2.188
H -1.245 1.030 -1.152
H -2.037 0.145 2.347
H -1.880 1.227 1.079
H -3.302 -0.166 -1.436
H -2.361 -1.798 -0.996
H 1.283 2.392 -1.689
H 1.369 2.722 -0.024

Properties
Energy above the lowest of the compared OMol25 structures with the same formula, charge and spin ... 745.18 kJ/mol
LUMO ... 0.7 eV
Orbital gap ... 7.73 eV
HOMO level ... -7.073 eV

Mulliken atomic charge list, values in e, 4 entries:
1 C -0.163
2 C -0.338
3 C -0.242
4 C -0.871

=====

# 2
The following is a quantum chemistry calculation of a 2-piece molecular cluster, C6H12N5O2 overall in a non-equilibrium geometry, from the OMol25 dataset.

Positions of all 25 atoms, in Å:
C -1.521 0.422 -1.695
C 1.474 -1.041 -0.510
C -1.375 -0.684 -0.614
C -0.274 -0.065 0.270
C -0.118 -0.353 1.752
C 0.568 2.336 0.441
N -0.954 1.538 -1.246
N -0.204 1.212 -0.148
N 2.239 -0.241 -1.234
N 1.861 -2.193 0.162
N -2.671 -0.487 0.173
O -3.520 -1.257 -0.127
O -2.761 0.482 0.837
H -2.152 0.312 -2.647
H -1.247 -1.668 -1.016
H 0.101 -1.296 1.992
H -1.033 0.178 2.383
H 0.643 0.321 2.108
H 1.680 2.011 0.590
H 0.323 3.104 -0.262
H 0.106 2.589 1.434
H 1.908 0.609 -1.411
H 3.012 -0.496 -1.889
H 1.217 -2.735 0.685
H 2.697 -2.597 -0.029

Properties
Energy above the lowest of the compared OMol25 structures with the same formula, charge and spin ... 558.05 kJ/mol
Charge ... +1
LUMO ... -3.8 eV
Orbital gap ... 8.91 eV
HOMO level ... -12.689 eV

Mulliken atomic charge list, values in e, 4 entries:
1 C -0.319
2 C 0.410
3 C 0.045
4 C 0.112